1.
92
Properties=species:S:1:pos:R:3:forces:R:3:mulliken_charge:R:1 method="wB97M-V/def2-TZVPD" charge=+1 homo_energy_ev="-9.587 / -8.866" orbital_gap_ev="6.30 / 5.59" multiplicity=2 s2=0.817
V -0.20224 0.61956 -0.17411 0.5 -0.2 0.3 -0.152
C -1.21192 1.54132 3.57288 0.0 0.0 0.1 -1.778
Si -0.09993 0.57203 2.38151 0.0 0.1 -0.4 2.188
C 1.69423 0.88109 2.94794 0.0 0.0 0.2 0.216
C 2.07089 1.12680 4.27229 0.0 0.0 0.0 -0.731
C 3.39999 1.28147 4.63025 0.0 0.0 0.0 -0.795
C 4.40135 1.18717 3.66771 0.0 0.0 0.1 -0.844
C 4.05953 0.95443 2.34953 0.0 0.0 0.0 -0.178
C 2.71715 0.81870 1.99870 0.0 -0.1 -0.1 -0.403
P 2.22734 0.55884 0.27369 -0.6 -0.3 -0.1 1.619
C 3.20755 -0.85756 -0.30552 0.2 0.2 0.0 0.168
C 2.80020 -2.10779 0.16058 0.0 -0.1 0.0 -0.724
C 3.47304 -3.25271 -0.23218 0.0 0.0 0.0 -0.520
C 4.55436 -3.15809 -1.10027 0.0 0.0 0.0 -0.625
C 4.97006 -1.91707 -1.55786 0.0 0.0 0.0 -0.737
C 4.30278 -0.76664 -1.15765 0.0 0.0 0.0 -0.350
C 2.76310 2.03784 -0.64116 -0.1 0.0 0.1 0.675
C 3.02547 3.22539 0.03900 0.0 0.1 0.0 -0.871
C 3.29069 4.39259 -0.66552 0.0 0.0 0.0 -0.744
C 3.29691 4.38551 -2.05124 0.0 0.0 0.0 -0.723
C 3.02827 3.20754 -2.73733 0.0 0.0 0.0 -0.881
C 2.75249 2.04523 -2.03832 0.0 -0.1 0.0 -0.270
C -0.41340 -1.26560 2.81395 0.0 -0.1 0.1 0.808
C 0.01908 -1.87054 3.99826 0.0 0.0 0.0 -0.700
C -0.27618 -3.19286 4.28456 0.0 -0.1 0.0 -0.827
C -1.02428 -3.95498 3.39112 0.0 0.0 0.1 -0.820
C -1.46165 -3.38735 2.20841 0.0 -0.1 0.0 -0.828
C -1.15064 -2.05797 1.92606 0.0 0.0 -0.1 -0.249
P -1.65100 -1.24792 0.38503 0.2 0.2 -0.1 2.177
C -1.73044 -2.59291 -0.84473 -0.2 0.0 0.0 0.219
C -2.88830 -2.93569 -1.53592 0.0 -0.1 0.0 -0.820
C -2.85150 -3.90838 -2.52763 0.0 0.0 0.0 -0.686
C -1.66125 -4.54807 -2.83448 0.0 0.0 0.0 -0.663
C -0.50265 -4.21784 -2.14280 0.0 0.0 0.0 -0.619
C -0.53744 -3.24483 -1.15833 0.1 0.0 0.0 -0.190
C -3.35527 -0.66094 0.62447 0.1 0.0 0.0 0.179
C -3.99803 0.01627 -0.41284 0.0 0.0 -0.1 -0.333
C -5.26256 0.54666 -0.22844 -0.1 0.0 0.0 -0.742
C -5.89366 0.42335 1.00456 0.0 0.0 0.0 -0.724
C -5.25798 -0.23881 2.04253 0.0 0.0 0.0 -0.740
C -3.99336 -0.78273 1.85409 0.0 0.0 0.0 -0.608
H -1.08036 1.19977 4.60300 0.0 0.0 0.0 0.504
H -2.26942 1.40411 3.33342 0.0 0.0 0.0 0.486
H -0.99793 2.61189 3.55294 0.0 0.0 0.0 0.410
H 1.31185 1.20028 5.04275 0.0 0.0 0.0 0.359
H 3.66310 1.47099 5.66279 0.0 0.0 0.0 0.436
H 5.43890 1.30263 3.95123 0.0 0.0 0.0 0.426
H 4.83689 0.88913 1.59622 0.0 0.0 0.0 0.484
H 1.96359 -2.18555 0.85098 0.0 0.0 0.0 0.434
H 3.15809 -4.21829 0.14154 0.0 0.0 0.0 0.489
H 5.07798 -4.05281 -1.40952 0.0 0.0 0.0 0.409
H 5.82244 -1.84414 -2.21973 0.0 0.0 0.0 0.455
H 4.64720 0.19828 -1.50601 0.0 0.0 0.0 0.497
H 3.03091 3.24542 1.12144 0.0 0.0 0.0 0.347
H 3.49502 5.30648 -0.12461 0.0 0.0 0.0 0.457
H 3.51120 5.29468 -2.59668 0.0 0.0 0.0 0.420
H 3.03697 3.19491 -3.81930 0.0 0.0 0.0 0.475
H 2.53332 1.13677 -2.58778 0.0 0.0 0.0 0.581
H 0.61225 -1.30169 4.70551 0.0 0.0 0.0 0.433
H 0.07727 -3.63840 5.20551 0.0 0.0 0.0 0.417
H -1.25550 -4.98684 3.62006 0.0 0.0 0.0 0.426
H -2.03124 -3.97968 1.50150 0.0 0.0 0.0 0.521
H -3.83036 -2.46142 -1.29661 0.0 0.0 0.0 0.453
H -3.75963 -4.17136 -3.05317 0.0 0.0 0.0 0.444
H -1.63553 -5.30810 -3.60396 0.0 0.0 0.0 0.409
H 0.42808 -4.72238 -2.36772 0.0 0.0 0.0 0.486
H 0.37625 -3.00107 -0.62559 0.0 0.0 0.0 0.252
H -3.50986 0.12888 -1.37544 0.0 0.0 0.0 0.523
H -5.75861 1.05806 -1.04310 0.0 0.0 0.0 0.482
H -6.87993 0.84195 1.15335 0.0 0.0 0.0 0.424
H -5.74525 -0.33724 3.00327 0.0 0.0 0.0 0.446
H -3.50626 -1.29840 2.67219 0.0 0.0 0.0 0.496
C 0.33413 -0.38100 -4.44966 0.0 0.0 -0.1 -0.861
C -0.34699 0.66317 -5.06921 0.1 -0.1 0.1 -1.050
C -0.98930 1.59639 -4.27953 0.0 -0.1 0.1 -0.692
C -0.94928 1.46225 -2.89442 0.2 0.1 -0.1 0.098
N -0.25369 0.47114 -2.29679 0.0 0.2 -0.1 0.744
C 0.36788 -0.43235 -3.07528 0.0 0.1 0.3 -0.768
C -1.64885 2.39784 -1.98370 0.0 0.1 -0.1 0.905
C -2.36644 3.50049 -2.43338 0.0 -0.1 0.1 -0.804
C -3.02457 4.29968 -1.51409 0.0 -0.1 0.1 -0.852
C -2.96071 3.97726 -0.16605 0.0 0.0 0.0 -0.994
C -2.22554 2.87390 0.21458 0.1 -0.1 0.0 -0.126
N -1.57495 2.10423 -0.66907 -0.4 0.2 -0.2 0.658
H 0.84764 -1.14196 -5.01960 0.0 0.0 0.0 0.543
H -0.37786 0.74549 -6.14610 0.0 0.0 0.0 0.478
H -1.52948 2.41059 -4.73622 0.0 0.0 0.0 0.477
H 0.91264 -1.20857 -2.55019 0.0 0.0 0.0 0.454
H -2.41557 3.73830 -3.48381 0.0 0.0 0.0 0.492
H -3.58258 5.16163 -1.85269 0.0 0.0 0.0 0.474
H -3.46647 4.56284 0.58720 0.0 0.0 0.0 0.528
H -2.14223 2.56732 1.24872 0.0 0.0 0.0 0.040


2.
96
Properties=species:S:1:pos:R:3:forces:R:3:mulliken_charge:R:1 method="wB97M-V/def2-TZVPD" charge=+1 homo_energy_ev=-9.926 orbital_gap_ev=6.64 multiplicity=1
Rh 0.74648 -0.30785 -0.54973 0.0 0.4 -0.5 -0.826
C -5.29969 -0.98753 3.22381 0.0 0.0 0.0 -1.512
C -4.01116 -0.55261 2.58025 0.0 -0.1 -0.1 0.049
C -3.33941 0.59097 2.99297 0.0 0.0 0.0 -0.602
C -2.13180 1.01722 2.43911 -0.1 -0.1 0.0 0.813
C -1.44627 2.21141 3.00296 0.1 0.0 0.0 0.035
O -0.23236 2.29648 3.06183 0.0 0.0 0.0 -0.588
C -2.28354 3.34540 3.50803 0.0 0.0 0.0 0.526
C -1.78277 4.11596 4.55474 0.0 0.0 0.0 -0.322
C -2.48613 5.22097 5.00411 0.0 0.0 0.0 -0.695
C -3.68270 5.57678 4.39432 0.0 0.0 0.0 -0.448
C -4.17845 4.82168 3.34052 0.0 0.0 0.0 -0.915
C -3.48648 3.70177 2.90447 0.0 0.0 0.0 -0.130
C -1.55006 0.27063 1.39118 0.0 -0.1 0.0 -0.630
O -0.41597 0.64268 0.85357 0.1 0.2 0.1 0.879
C -2.25655 -0.88116 0.95026 0.3 0.1 -0.2 0.556
C -3.43669 -1.28849 1.55025 -0.1 0.0 0.1 -0.656
C -1.57544 -1.61077 -0.13236 0.0 -0.2 0.2 0.615
N -1.24998 -1.00314 -1.25380 0.2 0.0 -0.2 -0.227
C -2.09621 0.14566 -1.63257 0.0 0.0 0.1 -0.397
C -1.54686 0.83756 -2.85558 0.0 -0.1 0.0 -1.310
Te 0.36733 1.63420 -2.35899 0.1 -0.4 0.0 0.769
C -0.37891 3.33976 -1.38120 0.0 0.0 0.0 0.149
C -1.00866 4.28025 -2.19171 0.0 0.0 0.0 -0.870
C -1.48598 5.45349 -1.62817 0.0 0.0 0.0 -0.650
C -1.31084 5.69266 -0.27147 0.0 0.0 0.0 -0.708
C -0.66734 4.75764 0.52512 0.0 0.0 0.0 -0.631
C -0.19988 3.57069 -0.02474 0.0 -0.1 0.0 0.075
C -1.17302 -3.00395 0.07275 -0.1 -0.1 -0.1 0.373
C -0.83772 -3.79814 -1.02801 0.0 0.0 0.0 -0.440
C -0.43806 -5.10615 -0.84133 0.0 0.0 0.0 -0.655
C -0.36723 -5.63431 0.44398 0.0 0.0 0.0 -0.515
C -0.70783 -4.85614 1.54028 0.0 0.0 0.0 -1.013
C -1.11814 -3.54618 1.35735 0.0 0.0 0.0 -0.476
H -5.60392 -0.28677 3.99980 0.0 0.0 0.0 0.388
H -5.20064 -1.97210 3.68369 0.0 0.0 0.0 0.328
H -6.10701 -1.04724 2.49208 0.0 0.0 0.0 0.361
H -3.75784 1.16982 3.80839 0.0 0.0 0.0 0.560
H -0.83968 3.83513 5.00491 0.0 0.0 0.0 0.446
H -2.10211 5.80787 5.82802 0.0 0.0 0.0 0.427
H -4.23023 6.44286 4.74266 0.0 0.0 0.0 0.413
H -5.10631 5.10321 2.86006 0.0 0.0 0.0 0.425
H -3.87129 3.11592 2.07877 0.0 0.0 0.0 0.435
H -3.91934 -2.19441 1.19736 0.0 0.0 0.0 0.594
H -2.22149 0.87263 -0.82983 0.0 0.1 0.0 0.117
H -3.08896 -0.25198 -1.86812 0.0 0.0 0.0 0.471
H -2.17633 1.66811 -3.16983 0.0 0.0 0.0 0.699
H -1.42399 0.15371 -3.69356 0.0 0.0 0.0 0.509
H -1.12730 4.10971 -3.25604 0.0 0.0 0.0 0.415
H -1.98502 6.18359 -2.25137 0.0 0.0 0.0 0.413
H -1.67791 6.61194 0.16565 0.0 0.0 0.0 0.428
H -0.53633 4.93870 1.58399 0.0 0.0 0.0 0.527
H 0.25619 2.82473 0.60922 0.0 0.1 0.0 0.551
H -0.91127 -3.37550 -2.02224 0.0 0.0 0.0 0.449
H -0.18870 -5.72473 -1.69375 0.0 0.0 0.0 0.479
H -0.04971 -6.65909 0.58757 0.0 0.0 0.0 0.421
H -0.63891 -5.26162 2.54047 0.0 0.0 0.0 0.433
H -1.34160 -2.92851 2.21686 0.0 0.0 0.0 0.565
N 3.55857 -0.10526 -1.63913 0.0 0.0 -0.2 0.167
P 2.34154 -1.26200 -1.91166 -0.1 -0.1 0.3 2.388
C 3.02257 -2.84519 -1.38057 0.0 0.0 0.0 0.105
C 3.83931 -2.91215 -0.25348 0.0 0.0 0.0 -0.443
C 4.30951 -4.13710 0.18717 0.0 0.0 0.0 -0.799
C 3.95765 -5.29919 -0.48731 0.0 0.0 0.0 -0.597
C 3.13813 -5.23746 -1.60444 0.0 0.0 0.0 -0.606
C 2.66951 -4.01227 -2.05307 0.0 0.0 0.0 -0.725
C 2.29164 -1.41930 -3.70595 0.0 0.1 0.0 0.137
C 3.48543 -1.65981 -4.39127 0.0 0.0 0.0 -0.566
C 3.48172 -1.75259 -5.77144 0.0 0.0 0.0 -0.898
C 2.28822 -1.62720 -6.47514 0.0 0.0 0.0 -0.547
C 1.09771 -1.41950 -5.79729 0.0 0.0 0.0 -0.901
C 1.10226 -1.31330 -4.41290 -0.2 0.0 0.1 0.122
C 3.51090 0.70595 -0.52537 -0.1 -0.1 0.0 0.049
C 4.59429 1.48233 -0.12389 0.0 0.0 0.0 -1.157
C 4.49035 2.20666 1.04494 0.0 0.0 0.0 -0.645
C 3.32335 2.13619 1.79741 0.0 0.0 0.0 -1.136
C 2.27977 1.37273 1.33317 -0.1 0.0 0.0 -0.867
N 2.35788 0.70066 0.16620 0.3 0.1 0.0 1.073
H 4.42574 -0.12978 -2.15383 0.0 0.0 0.1 0.307
H 4.09719 -2.01315 0.29286 0.0 0.0 0.0 0.366
H 4.94008 -4.18571 1.06458 0.0 0.0 0.0 0.462
H 4.32415 -6.25575 -0.13894 0.0 0.0 0.0 0.421
H 2.86684 -6.14311 -2.13078 0.0 0.0 0.0 0.439
H 2.03365 -3.96986 -2.92939 0.0 0.0 0.0 0.459
H 4.41331 -1.80165 -3.84786 0.0 0.0 0.0 0.422
H 4.40718 -1.93633 -6.30034 0.0 0.0 0.0 0.435
H 2.28898 -1.70658 -7.55399 0.0 0.0 0.0 0.414
H 0.16613 -1.34534 -6.34213 0.0 0.0 0.0 0.475
H 0.16949 -1.19001 -3.87434 0.0 0.0 0.0 0.259
H 5.49846 1.48664 -0.71655 0.0 0.0 0.0 0.534
H 5.32204 2.81474 1.37499 0.0 0.0 0.0 0.428
H 3.21016 2.66382 2.73230 0.0 0.0 0.0 0.620
H 1.33875 1.29799 1.86683 0.0 0.0 0.0 0.815
Se 1.60947 -1.81907 3.71478 0.0 0.0 0.0 -0.115
C 1.40811 -1.73851 1.97852 -0.1 0.0 0.0 -0.145
N 1.25799 -1.71398 0.81033 -0.2 0.0 0.1 -0.222


The records above give, respectively, relative energy (zero: lowest compared OMol25 entry of this formula, charge and spin) values of 0.0000; 0.0000 eV.